The molecule C3H4O3 in a non-equilibrium geometry, computed with ωB97M-V/def2-TZVPD.

The value obtained for the electronic energy is -342.3689 Ha. For the frontier orbital gap, the calculation gives 9.56 eV. The value obtained for the energy above the lowest of the compared OMol25 structures with the same formula, charge and spin is 2.370 eV.

Element x y z (Å)
C (1.079183, 0.377124, 0.116521)
C (0.267497, -0.766889, -0.325335)
O (0.536920, -1.912833, -0.073515)
C (-1.277353, -0.542540, -0.054368)
O (-2.172482, -1.250128, 0.092614)
O (-1.494294, 0.841621, -0.142066)
H (0.784679, 0.781764, 1.073941)
H (2.006856, -0.018419, 0.120445)
H (0.930826, 1.290138, -0.641028)
H (-0.661836, 1.200161, -0.167207)

Cartesian forces (eV/Å) of the 2 atoms listed first:
C -1.55 3.34 -3.10
C -3.45 -2.04 4.31